{
  "formula": "C48H111N8O4",
  "method": "ωB97M-V/def2-TZVPD",
  "homo_lumo_gap_ev": 5.55,
  "lumo_energy_ev": 2.024,
  "total_charge": -1,
  "energy_ev": -71685.4790,
  "symbols": ["N", "H", "H", "H", "H", "C", "C", "C", "O", "C", "C", "C", "O", "O", "O", "H", "H", "C", "C", "N", "C", "C", "C", "C", "H", "H", "H", "H", "H", "H", "H", "H", "H", "H", "H", "H", "H", "H", "H", "C", "C", "N", "C", "C", "C", "C", "H", "H", "H", "H", "H", "H", "H", "H", "H", "H", "H", "H", "H", "H", "H", "C", "C", "N", "C", "C", "C", "C", "H", "H", "H", "H", "H", "H", "H", "H", "H", "H", "H", "H", "H", "H", "H", "C", "C", "N", "C", "C", "C", "C", "H", "H", "H", "H", "H", "H", "H", "H", "H", "H", "H", "H", "H", "H", "H", "C", "C", "N", "C", "C", "C", "C", "H", "H", "H", "H", "H", "H", "H", "H", "H", "H", "H", "H", "H", "H", "H", "C", "C", "N", "C", "C", "C", "C", "H", "H", "H", "H", "H", "H", "H", "H", "H", "H", "H", "H", "H", "H", "H", "C", "C", "N", "C", "C", "C", "C", "H", "H", "H", "H", "H", "H", "H", "H", "H", "H", "H", "H", "H", "H", "H"],
  "xyz": [[1.23, 1.05, -1.02], [1.27, 1.39, -1.97], [2.13, 0.74, -0.68], [0.63, 0.24, -1.01], [0.87, 1.80, -0.44], [-1.22, -2.37, 1.87], [-2.18, -3.44, 1.51], [-2.21, -3.91, -0.02], [-2.69, -5.03, -0.28], [-1.53, -3.04, -0.99], [-0.87, -1.93, -0.57], [-0.66, -1.60, 0.90], [0.00, -0.59, 1.34], [-0.27, -1.27, -1.48], [-2.71, -4.13, 2.38], [-1.09, -2.26, 2.94], [-1.62, -3.32, -2.03], [1.78, 2.16, 7.58], [1.34, 1.28, 6.37], [2.48, 0.67, 5.64], [3.34, 1.69, 4.95], [4.81, 1.21, 4.81], [1.99, -0.38, 4.69], [1.56, -1.66, 5.39], [2.46, 2.94, 7.25], [2.28, 1.61, 8.38], [0.91, 2.62, 8.04], [0.64, 0.53, 6.72], [0.79, 1.91, 5.67], [2.97, 1.88, 3.94], [3.30, 2.69, 5.37], [4.86, 0.27, 4.26], [5.46, 1.92, 4.29], [5.23, 1.05, 5.80], [2.80, -0.64, 4.00], [1.25, 0.01, 3.99], [0.80, -1.53, 6.15], [2.44, -2.08, 5.89], [1.10, -2.43, 4.77], [0.97, 4.87, -1.47], [0.41, 4.58, -0.05], [-0.28, 3.23, 0.07], [-1.58, 3.28, -0.64], [-2.34, 1.95, -0.60], [-0.56, 2.96, 1.51], [0.64, 2.92, 2.45], [1.61, 5.74, -1.54], [0.14, 5.06, -2.15], [1.38, 3.96, -1.91], [1.24, 4.64, 0.66], [-0.32, 5.33, 0.27], [-2.22, 4.08, -0.28], [-1.38, 3.46, -1.69], [-2.82, 1.80, 0.37], [-3.16, 1.94, -1.32], [-1.76, 1.04, -0.75], [-1.03, 1.98, 1.52], [-1.28, 3.65, 1.94], [1.05, 3.90, 2.70], [1.43, 2.26, 2.08], [0.30, 2.59, 3.42], [-3.83, -0.53, 3.79], [-2.83, 0.58, 3.62], [-3.07, 1.61, 4.64], [-4.35, 2.34, 4.48], [-4.35, 3.27, 3.25], [-1.99, 2.57, 4.91], [-2.15, 3.33, 6.24], [-3.97, -0.75, 4.84], [-3.48, -1.45, 3.32], [-4.83, -0.37, 3.37], [-1.83, 0.16, 3.75], [-2.91, 0.90, 2.58], [-5.17, 1.61, 4.48], [-4.54, 3.00, 5.33], [-3.62, 4.08, 3.27], [-4.20, 2.72, 2.32], [-5.33, 3.72, 3.12], [-1.71, 3.30, 4.16], [-1.16, 1.85, 4.97], [-1.23, 3.64, 6.74], [-2.54, 2.62, 6.98], [-2.84, 4.17, 6.18], [1.36, -5.39, -0.82], [0.54, -6.07, -1.92], [1.38, -6.40, -3.07], [2.12, -5.31, -3.71], [1.38, -3.99, -4.05], [0.57, -7.13, -4.06], [1.47, -8.11, -4.90], [2.30, -5.89, -0.59], [0.80, -5.40, 0.11], [1.53, -4.33, -1.05], [0.24, -6.99, -1.41], [-0.38, -5.57, -2.23], [2.49, -5.80, -4.61], [3.02, -5.10, -3.12], [2.08, -3.21, -4.32], [0.73, -3.67, -3.24], [0.63, -4.16, -4.83], [-0.13, -7.74, -3.49], [0.04, -6.42, -4.69], [2.29, -8.56, -4.34], [0.89, -8.95, -5.27], [1.89, -7.60, -5.77], [3.68, 3.16, -3.61], [3.12, 1.84, -4.25], [1.69, 1.61, -3.84], [1.41, 0.22, -4.16], [1.42, -0.25, -5.60], [0.82, 2.61, -4.52], [-0.68, 2.37, -4.37], [4.77, 3.12, -3.65], [3.43, 3.33, -2.57], [3.35, 4.08, -4.10], [3.26, 1.77, -5.33], [3.72, 1.03, -3.82], [2.10, -0.46, -3.66], [0.42, -0.06, -3.80], [0.77, 0.32, -6.26], [2.40, -0.15, -6.08], [1.13, -1.27, -5.82], [1.04, 2.63, -5.58], [1.12, 3.55, -4.06], [-1.23, 3.29, -4.57], [-1.00, 2.12, -3.36], [-0.96, 1.59, -5.07], [-3.41, -0.20, -4.19], [-4.88, -0.55, -3.89], [-5.25, -0.27, -2.46], [-4.48, -1.10, -1.52], [-4.68, -0.79, -0.10], [-6.68, -0.48, -2.30], [-7.56, 0.54, -2.97], [-3.16, -0.33, -5.24], [-2.82, -0.99, -3.72], [-3.09, 0.80, -3.92], [-5.48, 0.04, -4.57], [-5.11, -1.58, -4.17], [-4.53, -2.15, -1.82], [-3.42, -0.89, -1.66], [-3.83, -1.05, 0.53], [-4.81, 0.29, 0.02], [-5.52, -1.30, 0.36], [-6.83, -0.32, -1.24], [-6.92, -1.51, -2.57], [-8.59, 0.21, -2.80], [-7.42, 0.64, -4.05], [-7.48, 1.51, -2.49], [3.38, -1.95, -1.60], [4.28, -0.72, -1.43], [3.78, 0.28, -0.46], [4.65, 1.47, -0.36], [4.17, 2.58, 0.62], [3.44, -0.34, 0.83], [4.71, -1.06, 1.47], [2.31, -1.74, -1.68], [3.26, -2.59, -0.73], [3.67, -2.57, -2.44], [5.28, -1.12, -1.26], [4.38, -0.21, -2.39], [5.62, 1.16, 0.01], [4.80, 1.76, -1.40], [4.93, 3.36, 0.58], [3.17, 2.94, 0.39], [4.20, 2.26, 1.66], [2.58, -1.00, 0.74], [3.09, 0.40, 1.55], [5.54, -0.36, 1.50], [5.05, -1.91, 0.87], [4.46, -1.50, 2.44]]
}

{
  "formula": "C31H42N6O2SiW",
  "method": "ωB97M-V/def2-TZVPD",
  "homo_lumo_gap_ev": [7.39, 7.67],
  "s_squared": 2.02,
  "multiplicity": 3,
  "lumo_energy_ev": [-5.600, -6.153],
  "total_charge": 2,
  "energy_ev": -55556.2583,
  "symbols": ["W", "C", "N", "C", "C", "C", "C", "C", "C", "N", "C", "C", "C", "C", "C", "C", "N", "C", "C", "C", "C", "C", "N", "H", "H", "H", "H", "H", "H", "H", "H", "H", "H", "H", "H", "H", "H", "H", "H", "H", "H", "N", "C", "C", "C", "C", "N", "H", "H", "H", "H", "H", "H", "H", "H", "H", "H", "H", "H", "O", "C", "O", "H", "C", "Si", "C", "C", "C", "C", "C", "C", "C", "H", "H", "H", "H", "H", "H", "H", "H", "H", "H", "H"],
  "xyz": [[0.18, 0.04, 0.46], [-2.27, -1.67, 1.75], [-1.21, -1.99, 0.78], [-0.34, -3.09, 1.21], [1.11, -2.90, 0.80], [1.96, -4.00, 0.84], [3.24, -3.88, 0.33], [3.63, -2.68, -0.24], [2.74, -1.63, -0.22], [1.52, -1.71, 0.33], [-1.87, -2.32, -0.50], [-0.99, -2.04, -1.67], [-1.13, -2.75, -2.85], [-0.35, -2.41, -3.95], [0.56, -1.38, -3.82], [0.65, -0.72, -2.61], [-0.12, -1.02, -1.54], [-2.89, -0.37, 1.33], [-4.19, -0.06, 1.69], [-4.72, 1.16, 1.31], [-3.94, 2.01, 0.54], [-2.67, 1.61, 0.19], [-2.13, 0.44, 0.58], [-1.85, -1.57, 2.74], [-3.03, -2.46, 1.79], [-0.68, -4.03, 0.75], [-0.42, -3.25, 2.28], [1.60, -4.93, 1.23], [3.92, -4.73, 0.36], [4.60, -2.55, -0.69], [3.00, -0.67, -0.66], [-2.76, -1.70, -0.60], [-2.20, -3.36, -0.51], [-1.84, -3.56, -2.90], [-0.45, -2.95, -4.88], [1.20, -1.08, -4.63], [1.35, 0.08, -2.47], [-4.76, -0.75, 2.29], [-5.72, 1.44, 1.60], [-4.31, 2.96, 0.19], [-2.06, 2.24, -0.43], [2.18, 1.06, 0.92], [3.50, 0.67, 1.54], [3.38, -0.21, 2.76], [2.55, 0.40, 3.89], [1.48, -0.55, 4.38], [0.55, -0.94, 3.27], [2.43, 1.60, 0.09], [1.74, 1.73, 1.54], [3.99, 1.61, 1.81], [4.12, 0.21, 0.77], [4.39, -0.43, 3.09], [2.94, -1.17, 2.47], [2.08, 1.34, 3.58], [3.19, 0.67, 4.73], [0.91, -0.10, 5.19], [1.94, -1.45, 4.77], [-0.34, -0.48, 3.46], [0.38, -1.93, 3.36], [-1.64, 0.92, 3.40], [-0.93, 1.76, 2.88], [-0.13, 1.57, 1.87], [-0.96, 2.82, 3.20], [0.16, 3.72, -0.21], [0.35, 2.11, -1.17], [2.08, 2.38, -1.96], [-0.86, 2.13, -2.62], [-1.88, 1.21, -2.88], [-2.71, 1.33, -3.98], [-2.55, 2.39, -4.86], [-1.55, 3.32, -4.63], [-0.72, 3.19, -3.52], [0.23, 4.54, -0.93], [0.96, 3.85, 0.51], [-0.78, 3.84, 0.33], [1.93, 3.22, -2.63], [2.50, 1.59, -2.57], [2.86, 2.73, -1.28], [-2.05, 0.38, -2.20], [-3.49, 0.60, -4.15], [-3.19, 2.48, -5.73], [-1.43, 4.16, -5.30], [0.03, 3.95, -3.37]]
}

{
  "formula": "C32H92N6O11",
  "method": "ωB97M-V/def2-TZVPD",
  "homo_lumo_gap_ev": [8.45, 2.66],
  "s_squared": 0.75,
  "multiplicity": 2,
  "lumo_energy_ev": [-2.167, -7.952],
  "total_charge": 1,
  "energy_ev": -66124.3538,
  "symbols": ["C", "C", "O", "H", "H", "H", "H", "H", "H", "C", "C", "O", "H", "H", "H", "H", "H", "H", "C", "C", "O", "H", "H", "H", "H", "H", "H", "C", "C", "O", "H", "H", "H", "H", "H", "H", "C", "C", "C", "O", "C", "N", "H", "H", "H", "H", "H", "H", "H", "H", "H", "H", "H", "C", "C", "C", "O", "C", "N", "H", "H", "H", "H", "H", "H", "H", "H", "H", "H", "H", "C", "C", "C", "O", "C", "N", "H", "H", "H", "H", "H", "H", "H", "H", "H", "H", "H", "C", "C", "C", "O", "C", "N", "H", "H", "H", "H", "H", "H", "H", "H", "H", "H", "H", "C", "C", "C", "O", "C", "N", "H", "H", "H", "H", "H", "H", "H", "H", "H", "H", "H", "C", "C", "C", "O", "C", "N", "H", "H", "H", "H", "H", "H", "H", "H", "H", "H", "H", "O", "H", "H"],
  "xyz": [[37.10, 4.27, -14.03], [37.06, 3.14, -15.12], [38.06, 2.23, -14.76], [36.94, 3.86, -13.03], [36.38, 5.07, -14.18], [38.09, 4.73, -13.97], [37.40, 3.50, -16.09], [36.05, 2.75, -15.18], [37.99, 1.57, -15.46], [36.54, 5.68, -17.82], [35.36, 6.39, -18.51], [34.14, 5.74, -18.32], [36.83, 4.84, -18.44], [36.29, 5.41, -16.79], [37.36, 6.40, -17.75], [35.53, 6.50, -19.58], [35.19, 7.40, -18.14], [33.75, 6.14, -17.54], [41.40, -3.11, -14.89], [40.02, -2.30, -15.08], [40.19, -1.03, -15.66], [41.35, -3.95, -14.19], [42.09, -2.35, -14.55], [41.90, -3.37, -15.82], [39.61, -2.10, -14.09], [39.27, -2.89, -15.61], [39.31, -0.66, -15.75], [40.12, 0.54, -11.98], [39.59, 1.89, -11.47], [39.79, 2.81, -12.54], [40.10, -0.20, -11.18], [41.17, 0.60, -12.30], [39.65, 0.15, -12.89], [40.04, 2.28, -10.55], [38.53, 1.82, -11.26], [39.24, 2.57, -13.29], [31.61, 8.34, -15.00], [32.68, 7.47, -15.61], [33.01, 6.30, -14.70], [33.55, 6.71, -13.47], [34.82, 7.30, -13.45], [32.24, 7.05, -16.89], [30.70, 7.82, -14.69], [31.32, 9.25, -15.53], [31.97, 8.67, -14.02], [33.61, 8.03, -15.71], [33.71, 5.63, -15.22], [32.11, 5.71, -14.56], [34.67, 8.25, -12.93], [35.28, 7.50, -14.42], [35.60, 6.74, -12.95], [32.00, 7.88, -17.41], [31.32, 6.64, -16.78], [35.27, -0.58, -13.75], [36.00, -1.78, -14.36], [35.40, -3.18, -14.02], [36.17, -4.30, -14.55], [35.70, -5.57, -14.07], [35.90, -1.63, -15.81], [34.27, -0.41, -14.15], [35.81, 0.34, -13.98], [35.25, -0.72, -12.67], [37.03, -1.75, -14.02], [34.49, -3.28, -14.62], [35.33, -3.23, -12.94], [34.62, -5.60, -14.22], [35.78, -5.73, -12.99], [36.25, -6.38, -14.55], [34.93, -1.47, -16.03], [36.10, -2.54, -16.21], [35.75, 3.73, -8.40], [34.94, 4.90, -8.84], [34.97, 4.88, -10.40], [34.57, 3.58, -10.88], [34.09, 3.50, -12.21], [33.59, 4.84, -8.38], [36.08, 3.60, -7.37], [36.62, 3.69, -9.05], [35.23, 2.78, -8.53], [35.39, 5.88, -8.66], [35.92, 5.09, -10.89], [34.27, 5.61, -10.81], [33.09, 3.92, -12.36], [34.07, 2.46, -12.54], [34.80, 3.95, -12.91], [33.01, 4.32, -9.03], [33.66, 4.36, -7.49], [39.78, 2.42, -17.69], [40.85, 3.42, -17.26], [40.63, 3.93, -15.82], [41.46, 5.02, -15.47], [41.17, 5.61, -14.17], [42.15, 2.80, -17.34], [39.76, 1.63, -16.93], [39.98, 1.91, -18.63], [38.84, 2.96, -17.76], [40.82, 4.30, -17.91], [40.78, 3.18, -15.05], [39.60, 4.28, -15.77], [41.66, 5.28, -13.25], [40.11, 5.55, -13.93], [41.39, 6.68, -14.18], [42.23, 2.19, -16.55], [42.80, 3.52, -17.06], [40.96, 11.46, -14.54], [40.51, 10.40, -15.55], [38.96, 10.22, -15.59], [38.51, 9.00, -14.97], [38.80, 7.88, -15.83], [41.02, 10.91, -16.79], [40.54, 11.12, -13.59], [40.54, 12.46, -14.64], [42.03, 11.58, -14.37], [41.00, 9.47, -15.28], [38.61, 10.33, -16.61], [38.52, 11.06, -15.04], [38.32, 7.97, -16.81], [38.40, 7.00, -15.34], [39.87, 7.79, -16.01], [40.38, 11.60, -17.18], [40.75, 10.15, -17.40], [38.62, 7.20, -11.28], [37.93, 8.64, -11.48], [37.64, 9.38, -10.11], [37.15, 10.65, -10.50], [36.96, 11.54, -9.39], [38.87, 9.38, -12.28], [38.08, 6.63, -10.53], [39.65, 7.21, -10.92], [38.54, 6.59, -12.18], [37.00, 8.45, -12.01], [38.61, 9.44, -9.62], [36.96, 8.81, -9.47], [37.94, 11.88, -9.04], [36.41, 11.03, -8.60], [36.32, 12.29, -9.84], [38.80, 8.95, -13.18], [38.48, 10.32, -12.34], [37.49, 0.28, -16.59], [37.34, 0.22, -17.54], [36.96, -0.42, -16.22]]
}

{
  "formula": "C24H23N6NiO13",
  "method": "ωB97M-V/def2-TZVPD",
  "homo_lumo_gap_ev": [6.22, 6.16],
  "s_squared": 2.00,
  "multiplicity": 3,
  "lumo_energy_ev": [1.501, 1.490],
  "total_charge": -1,
  "energy_ev": -101857.9944,
  "symbols": ["Ni", "O", "C", "C", "C", "C", "C", "C", "C", "O", "N", "N", "C", "C", "C", "C", "C", "C", "C", "O", "H", "H", "H", "H", "H", "H", "H", "H", "H", "H", "C", "C", "O", "H", "H", "H", "H", "H", "H", "O", "N", "O", "C", "C", "C", "C", "O", "C", "C", "N", "O", "O", "N", "O", "O", "H", "H", "N", "C", "C", "O", "O", "H", "H", "H", "H", "H"],
  "xyz": [[-0.35, 0.31, 0.47], [-0.09, -2.58, 3.76], [0.01, -3.70, 3.02], [0.38, -4.88, 3.66], [0.51, -6.06, 2.95], [0.27, -6.07, 1.58], [-0.09, -4.91, 0.93], [-0.24, -3.71, 1.64], [-0.61, -2.46, 0.95], [-0.76, -1.38, 1.65], [-0.76, -2.49, -0.35], [-1.02, -1.25, -0.83], [-1.43, -1.12, -2.03], [-1.92, 0.12, -2.59], [-2.34, 0.14, -3.92], [-2.93, 1.25, -4.48], [-3.13, 2.38, -3.68], [-2.73, 2.39, -2.36], [-2.09, 1.27, -1.76], [-1.73, 1.34, -0.53], [-0.40, -1.87, 3.14], [0.56, -4.85, 4.73], [0.80, -6.97, 3.46], [0.38, -6.99, 1.02], [-0.28, -4.89, -0.13], [-1.47, -2.01, -2.67], [-2.20, -0.76, -4.52], [-3.25, 1.25, -5.51], [-3.61, 3.26, -4.10], [-2.88, 3.27, -1.74], [2.32, 1.91, -2.09], [2.60, 0.46, -1.81], [1.43, -0.16, -1.27], [3.22, 2.40, -2.47], [2.01, 2.40, -1.18], [1.52, 2.01, -2.83], [3.44, 0.37, -1.11], [2.88, -0.07, -2.74], [1.69, -1.04, -0.96], [-4.59, 5.74, 2.62], [-3.77, 6.03, 1.76], [-3.82, 7.06, 1.10], [-2.70, 5.11, 1.49], [-2.62, 3.93, 2.20], [-1.58, 3.05, 1.98], [-0.52, 3.29, 1.01], [0.39, 2.48, 0.75], [-0.67, 4.59, 0.34], [-1.73, 5.42, 0.54], [0.34, 5.05, -0.58], [-0.03, 5.72, -1.54], [1.51, 4.87, -0.30], [-1.59, 1.84, 2.73], [-2.54, 1.59, 3.46], [-0.63, 1.07, 2.63], [-3.38, 3.68, 2.92], [-1.79, 6.35, -0.01], [3.35, 1.08, 2.99], [3.81, -0.21, 2.47], [2.80, -0.76, 1.48], [3.05, -1.62, 0.68], [1.60, -0.19, 1.55], [3.90, 1.39, 3.78], [1.57, 0.48, 2.27], [3.40, 1.80, 2.28], [3.87, -0.92, 3.30], [4.79, -0.20, 1.98]]
}